1.
# C32H37As2CrN5O6S2

A structure of composition C32H37As2CrN5O6S2 (ωB97M-V with the def2-TZVPD basis set, the OMol25 dataset).

Lowest unoccupied orbital energy (alpha / beta) ... 0.08700 / 0.08711 hartree
Strongest force on any atom ... 1.15 eV Å⁻¹
Relative energy (zero: lowest compared OMol25 entry of this formula, charge and spin) ... 0.0 kJ/mol
HOMO (alpha / beta) ... -4.03 / -4.13 eV

Structure (ORCA input):
```
! RIJCOSX wB97M-V def2-TZVPD def2/J DEFGRID3
* xyz -1 2
Cr 0.2917 -0.2385 0.4616
O 2.4894 2.1507 5.2871
C 1.7581 1.0993 5.6200
O 1.6227 0.7422 6.7667
C 1.1066 0.3586 4.5071
C 0.2554 -0.7114 4.6719
N -0.1021 -1.1232 3.4394
N 0.4684 -0.3938 2.4920
C 1.1971 0.5214 3.1062
C 1.7180 1.6065 2.2196
O 2.4299 2.5015 2.7002
O 1.3335 1.5097 1.0120
H 2.5004 2.3145 4.2944
H -0.0987 -1.1837 5.5710
H -0.7595 -1.8374 3.1683
C 4.0831 0.1619 0.0721
As 2.6238 -1.1376 0.1244
C 3.5155 -2.6114 1.0307
C 2.6850 -1.7097 -1.7338
C 3.6290 -2.6258 -2.1912
C 3.6543 -3.0150 -3.5204
C 2.7318 -2.4769 -4.4072
C 1.7976 -1.5588 -3.9546
C 1.7545 -1.1664 -2.6171
As 0.4177 0.1732 -2.0226
C -1.0819 -0.2797 -3.1654
C 1.2304 1.6275 -3.0576
H 3.7325 1.0458 -0.4587
H 4.9493 -0.2604 -0.4370
H 4.3551 0.4625 1.0845
H 4.5601 -2.6912 0.7334
H 2.9817 -3.5353 0.8074
H 3.4620 -2.4297 2.1042
H 4.3452 -3.0553 -1.5006
H 4.3836 -3.7398 -3.8602
H 2.7380 -2.7733 -5.4490
H 1.0809 -1.1502 -4.6579
H -0.8332 -0.1405 -4.2162
H -1.9041 0.3813 -2.8951
H -1.3743 -1.3108 -2.9731
H 1.4646 1.2680 -4.0591
H 2.1517 1.9394 -2.5644
H 0.5404 2.4677 -3.1049
O -8.0873 -0.1567 -0.8341
C -6.9859 -0.9380 -1.0273
O -7.1180 -1.9739 -1.6249
C -5.7039 -0.4313 -0.4847
C -4.5292 -1.0924 -0.8462
C -3.2958 -0.6653 -0.3983
C -3.1820 0.4541 0.4442
S -1.6641 1.0682 1.0155
C -4.3701 1.1055 0.8209
C -5.5971 0.6731 0.3660
H -7.8212 0.6690 -0.4153
H -4.6120 -1.9549 -1.4955
H -2.3933 -1.2004 -0.6641
H -4.3021 1.9644 1.4765
H -6.4762 1.2065 0.7179
N -0.2677 -1.8494 -0.0125
C -0.0529 -3.1801 -0.0441
C 0.0966 -3.9568 1.1305
C 0.2830 -5.3283 1.0777
C 0.3661 -5.9950 -0.1374
C 0.2530 -5.2472 -1.3076
C 0.0435 -3.8831 -1.2712
H 0.0753 -3.4553 2.0898
H 0.3844 -5.8818 2.0050
H 0.5098 -7.0667 -0.1751
H 0.3213 -5.7430 -2.2695
H -0.0411 -3.3183 -2.1919
S -1.7780 3.3557 -1.9365
C -1.0121 4.2884 -0.7747
N 0.0829 3.8662 -0.1214
C 0.6834 4.5501 1.0193
C 0.3841 6.0359 0.9566
C -1.1101 6.2156 0.7566
N -1.4886 5.5217 -0.4617
H 0.2220 2.8633 -0.1319
H 1.7563 4.3618 0.9972
H 0.3096 4.1226 1.9529
H 0.9157 6.4929 0.1190
H 0.7090 6.5170 1.8794
H -1.3781 7.2672 0.6531
H -1.6470 5.8097 1.6224
H -2.3673 5.7333 -0.9026
*
```

Here are the Mulliken charges for atoms 1 to 8, given in e: number 1, Cr, carries 0.062; number 2, O, carries -0.592; number 3, C, carries 0.374; number 4, O, carries -0.647; number 5, C, carries 0.273; number 6, C, carries -0.457; number 7, N, carries -0.390; number 8, N, carries 1.275

2.
# C7H12N2OS2

An isolated molecule of C7H12N2OS2 (ωB97M-V with the def2-TZVPD basis set, the OMol25 dataset).

Lowest unoccupied orbital energy ... 0.02673 hartree
Strongest force on any atom ... 6.97 eV Å⁻¹
SMILES string ... CCc1ccc([S@@](N)(=O)=NC)s1
Relative energy (zero: lowest compared OMol25 entry of this formula, charge and spin) ... 405.9 kJ/mol
HOMO ... -8.84 eV

Structure (ORCA input):
```
! RIJCOSX wB97M-V def2-TZVPD def2/J DEFGRID3
* xyz 0 1
C 3.3030 1.8962 -0.7258
C 3.0180 0.3748 -0.6913
C 1.5972 -0.0295 -0.2330
C 1.1744 -1.2149 0.3922
C -0.2505 -1.2392 0.4982
C -0.8453 -0.1171 0.0473
S -2.7024 0.6828 0.2032
N -2.9844 0.6251 1.8453
O -2.3683 2.0531 -0.2285
N -3.8986 -0.2085 -0.1738
C -3.8664 -0.5418 -1.6381
S 0.2570 0.9885 -0.6595
H 2.5408 2.3213 -1.4101
H 4.2289 2.0614 -1.0937
H 3.2994 2.4001 0.1918
H 3.5798 -0.0010 0.2494
H 3.2602 -0.2086 -1.4704
H 1.6033 -2.1353 0.5790
H -0.8236 -2.1700 0.7844
H -2.2379 0.8962 2.4475
H -3.5327 -0.1448 2.1142
H -4.6253 -1.4057 -1.7463
H -2.9049 -0.8829 -2.1780
H -4.0863 0.3453 -2.2902
*
```

Here are the Mulliken charges for atoms 1 to 8, given in e: number 1, C, carries -1.235; number 2, C, carries -0.336; number 3, C, carries 0.399; number 4, C, carries -0.963; number 5, C, carries 0.067; number 6, C, carries -0.280; number 7, S, carries 1.116; number 8, N, carries -0.468

3.
# C2H6N3O

The ion C2H6N3O with charge +1 (ωB97M-V with the def2-TZVPD basis set, the OMol25 dataset).

Lowest unoccupied orbital energy ... -0.15735 hartree
Strongest force on any atom ... 5.27 eV Å⁻¹
SMILES string ... [NH3+]N1C=NOC1
Relative energy (zero: lowest compared OMol25 entry of this formula, charge and spin) ... 529.3 kJ/mol
HOMO ... -14.71 eV

Structure (ORCA input):
```
! RIJCOSX wB97M-V def2-TZVPD def2/J DEFGRID3
* xyz 1 1
N 0.7420 0.2935 -0.3650
N -0.3598 0.1867 0.6128
C -1.3339 1.2026 0.2601
N -2.3443 0.6579 -0.2983
O -2.2316 -0.6722 -0.3054
C -1.1093 -1.0234 0.4300
H 0.6716 -0.2052 -1.1901
H 1.5526 0.0539 0.2793
H 0.6948 1.2874 -0.4754
H -1.0227 2.2317 0.6010
H -0.6606 -1.7255 -0.2239
H -1.3715 -1.3585 1.4082
*
```

Here are the Mulliken charges for atoms 1 to 8, given in e: number 1, N, carries -0.132; number 2, N, carries -0.246; number 3, C, carries -0.069; number 4, N, carries -0.220; number 5, O, carries -0.136; number 6, C, carries -0.303; number 7, H, carries 0.330; number 8, H, carries 0.391

4.
# C3H6N4O

An isolated molecule of C3H6N4O (ωB97M-V with the def2-TZVPD basis set, the OMol25 dataset).

Lowest unoccupied orbital energy ... 0.02024 hartree
Strongest force on any atom ... 5.37 eV Å⁻¹
SMILES string ... Nc1nc(O)[nH]c1N
Relative energy (zero: lowest compared OMol25 entry of this formula, charge and spin) ... 274.5 kJ/mol
HOMO ... -7.62 eV

Structure (ORCA input):
```
! RIJCOSX wB97M-V def2-TZVPD def2/J DEFGRID3
* xyz 0 1
N 1.5285 1.6038 0.0755
C 0.3777 0.7410 -0.1583
N -0.9810 1.0737 -0.2619
C -1.6025 -0.0706 -0.0824
O -2.9684 -0.0725 0.0783
N -0.7899 -1.0930 -0.0642
C 0.5190 -0.6257 -0.1305
N 1.5936 -1.5860 0.1629
H 1.3782 2.2613 0.9029
H 1.3414 2.4322 -0.6496
H -3.1874 0.8619 0.7239
H -1.2401 -1.9944 -0.0890
H 1.4521 -2.4949 -0.6045
H 2.5787 -1.0367 0.0970
*
```

Here are the Mulliken charges for atoms 1 to 8, given in e: number 1, N, carries -0.653; number 2, C, carries 0.319; number 3, N, carries -0.693; number 4, C, carries 0.339; number 5, O, carries -0.575; number 6, N, carries 0.001; number 7, C, carries 0.007; number 8, N, carries -0.595

5.
# C4H10NO

The ion C4H10NO with charge -1 (ωB97M-V with the def2-TZVPD basis set, the OMol25 dataset).

Lowest unoccupied orbital energy ... 0.15232 hartree
Strongest force on any atom ... 2.34 eV Å⁻¹
SMILES string ... CN[C@@H](C)C[O-]
Relative energy (zero: lowest compared OMol25 entry of this formula, charge and spin) ... 118.6 kJ/mol
HOMO ... -2.08 eV

Structure (ORCA input):
```
! RIJCOSX wB97M-V def2-TZVPD def2/J DEFGRID3
* xyz -1 1
C 0.1324 2.0052 -0.0596
N -0.6855 0.8328 -0.3312
C -0.3346 -0.4535 0.3418
C -1.0628 -1.6480 -0.1987
C 1.2155 -0.6421 0.4291
O 1.6763 -1.8896 0.5114
H 0.9189 2.0801 -0.8301
H 0.6717 2.0157 0.8807
H -0.4322 2.9333 -0.2253
H -0.7483 0.7575 -1.3394
H -0.7532 -0.1644 1.3210
H -0.8859 -2.6712 0.1153
H -2.1345 -1.4148 -0.2395
H -0.7434 -1.7270 -1.2515
H 1.6197 -0.0222 -0.4310
H 1.5460 0.0080 1.3072
*
```

Here are the Mulliken charges for atoms 1 to 8, given in e: number 1, C, carries -1.013; number 2, N, carries -0.415; number 3, C, carries 0.470; number 4, C, carries -1.401; number 5, C, carries -0.168; number 6, O, carries -0.884; number 7, H, carries 0.314; number 8, H, carries 0.306

6.
# C32H32N5S2SiV

A structure of composition C32H32N5S2SiV (ωB97M-V with the def2-TZVPD basis set, the OMol25 dataset).

Lowest unoccupied orbital energy (alpha / beta) ... -0.11257 / -0.11272 hartree
Strongest force on any atom ... 3.15 eV Å⁻¹
Relative energy (zero: lowest compared OMol25 entry of this formula, charge and spin) ... 55.3 kJ/mol
HOMO (alpha / beta) ... -9.30 / -8.62 eV

Structure (ORCA input):
```
! RIJCOSX wB97M-V def2-TZVPD def2/J DEFGRID3
* xyz 1 2
V -0.1351 0.0657 0.1438
C 4.1758 -1.5976 4.8361
Si 3.2094 -0.0137 4.4094
C 4.1636 1.5870 4.8169
C 1.5534 0.0026 5.3382
C 3.1026 -0.0293 2.4909
C 4.2675 0.0050 1.7289
C 4.2217 -0.0157 0.3395
C 2.9859 -0.0537 -0.2809
N 1.8500 -0.0787 0.4151
C 1.9159 -0.0810 1.7622
S 0.3047 -0.1110 2.4005
H 4.3424 -1.6896 5.9049
H 5.1475 -1.6201 4.3517
H 3.6292 -2.4802 4.5146
H 4.3279 1.6815 5.8858
H 3.6144 2.4669 4.4922
H 5.1370 1.6132 4.3370
H 1.7213 0.0018 6.4114
H 0.9538 -0.8696 5.1018
H 0.9635 0.8810 5.0984
H 5.2254 0.0476 2.2254
H 5.1276 0.0018 -0.2475
H 2.8986 -0.0650 -1.3613
N -7.0833 0.3861 1.0845
C -8.3845 0.1933 0.7132
C -9.5923 0.4649 1.3391
C -10.7398 0.1296 0.6519
C -10.6906 -0.4574 -0.6182
C -9.4972 -0.7274 -1.2487
C -8.3185 -0.3972 -0.5772
N -7.0155 -0.5434 -0.9451
C -6.2974 -0.0778 0.0523
C -4.8599 -0.0454 0.0711
C -4.1219 0.4817 1.1438
C -2.7508 0.4895 1.0894
N -2.0396 0.0125 0.0540
C -2.7412 -0.4924 -0.9786
C -4.1153 -0.5435 -1.0128
H -6.7741 0.7701 1.9608
H -9.6356 0.9157 2.3186
H -11.7017 0.3216 1.1032
H -11.6219 -0.7022 -1.1065
H -9.4645 -1.1793 -2.2256
H -4.5993 0.8890 2.0212
H -2.1649 0.8893 1.9114
H -2.1541 -0.8655 -1.8172
H -4.6398 -0.9552 -1.8601
N -0.0325 1.9616 -0.2168
S 0.2144 2.9547 1.0122
C -1.0713 4.2090 0.8205
C -1.1439 4.9596 -0.3432
C -2.2036 5.8318 -0.5171
C -3.1718 5.9542 0.4674
C -3.0720 5.2236 1.6409
C -2.0230 4.3369 1.8194
C 1.6187 3.9699 0.4813
C 1.8924 5.1697 1.1155
C 2.9831 5.9120 0.6949
C 3.7837 5.4512 -0.3392
C 3.5110 4.2367 -0.9482
C 2.4247 3.4866 -0.5331
H -0.3034 2.4303 -1.0817
H -0.3762 4.8756 -1.0995
H -2.2643 6.4230 -1.4174
H -4.0009 6.6276 0.3211
H -3.8052 5.3508 2.4218
H -1.9321 3.7558 2.7244
H 1.2584 5.5187 1.9155
H 3.2069 6.8503 1.1771
H 4.6267 6.0373 -0.6683
H 4.1395 3.8681 -1.7438
H 2.1931 2.5319 -0.9876
*
```

Here are the Mulliken charges for atoms 1 to 8, given in e: number 1, V, carries 0.353; number 2, C, carries -1.105; number 3, Si, carries 0.161; number 4, C, carries -1.080; number 5, C, carries -1.051; number 6, C, carries 0.219; number 7, C, carries -0.201; number 8, C, carries -1.027

7.
# CBr3NO

A cluster of 2 separate species, CBr3NO in total (ωB97M-V with the def2-TZVPD basis set, the OMol25 dataset).

Lowest unoccupied orbital energy (alpha / beta) ... -0.04068 / -0.14408 hartree
Strongest force on any atom ... 4.03 eV Å⁻¹
Relative energy (zero: lowest compared OMol25 entry of this formula, charge and spin) ... 0.0 kJ/mol
HOMO (alpha / beta) ... -7.87 / -9.98 eV

Structure (ORCA input):
```
! RIJCOSX wB97M-V def2-TZVPD def2/J DEFGRID3
* xyz 0 3
C -0.7553 0.8392 0.1933
N -1.5175 -0.0610 0.0425
O -1.8788 -1.1977 0.0882
Br 2.0303 -0.1071 -0.0009
Br -1.0356 2.6372 -0.1680
Br 3.1568 -2.1106 -0.1552
*
```

Table of Mulliken atomic charges, one value per atom, all in e: number 1, C, carries 0.007; number 2, N, carries 0.510; number 3, O, carries -0.541; number 4, Br, carries 0.110; number 5, Br, carries -0.007; number 6, Br, carries -0.078

8.
# CHN3O2

An isolated molecule of CHN3O2 (ωB97M-V with the def2-TZVPD basis set, the OMol25 dataset).

Lowest unoccupied orbital energy ... 0.01620 hartree
Strongest force on any atom ... 3.60 eV Å⁻¹
SMILES string ... O=c1[nH]nno1
Relative energy (zero: lowest compared OMol25 entry of this formula, charge and spin) ... 171.3 kJ/mol
HOMO ... -10.81 eV

Structure (ORCA input):
```
! RIJCOSX wB97M-V def2-TZVPD def2/J DEFGRID3
* xyz 0 1
O -1.0611 2.0182 -0.9644
C -0.9700 0.8591 -0.8619
N -0.2884 -0.0963 -0.2611
N -0.6659 -1.3981 -0.5877
N -1.5865 -1.3870 -1.3902
O -2.0118 -0.2266 -1.7576
H 0.4578 0.0224 0.4049
*
```

Table of Mulliken atomic charges, one value per atom, all in e: number 1, O, carries -0.393; number 2, C, carries 0.438; number 3, N, carries 0.143; number 4, N, carries -0.333; number 5, N, carries 0.159; number 6, O, carries -0.263; number 7, H, carries 0.249